Molecular formula: C5H30NO11
Method: DFT, ωB97M-V/def2-TZVPD

Summary:
LUMO level   2.844 eV
HOMO-LUMO gap   9.27 eV
Total charge   -1
Relative energy (zero: lowest compared OMol25 entry of this formula, charge and spin)   317.3 kJ/mol
Max |F|   9.1 eV/A
Energy   -29684.278 eV
HOMO   -0.2361 Eh

Last column: natural (NBO) charge in e.
Positions of all 47 atoms, in Å:
C 0.139 -3.066 2.002  -0.4248
N 0.022 -2.004 1.004  -0.6865
H 0.787 -0.345 -0.691  0.2275
H 0.847 -2.300 -0.722  0.5175
O 1.415 -2.307 -1.573  -0.9905
H -1.132 2.350 0.417  0.5126
O -2.358 -1.027 -2.695  -1.0219
H -1.912 -1.691 -3.206  0.4941
H -2.138 -0.140 -2.793  0.4913
H -0.364 -0.927 -3.877  0.4812
H 1.789 -3.053 -1.744  0.4624
H -1.253 0.478 2.031  0.1965
H 2.742 -1.811 -0.390  0.4691
H 1.098 2.561 1.201  0.5037
H -3.346 -1.289 -1.037  0.4779
O 1.005 4.973 -0.622  -0.9888
C 0.483 -0.738 1.555  -0.0767
H 2.276 1.476 -0.582  0.1476
H -2.869 2.046 -0.409  0.4406
O -0.065 -1.963 -3.921  -0.9873
O 3.492 -1.719 0.097  -0.9281
H 3.044 -1.766 0.919  0.4500
H -0.863 -0.596 3.417  0.1545
H -0.901 -1.845 0.668  0.4116
H -3.081 -0.055 -0.218  0.4976
C 0.713 0.278 0.256  -0.4733
O -0.431 3.122 0.695  -1.0413
O 0.378 0.942 3.233  -0.7660
O 1.962 2.100 1.353  -0.7628
H -1.947 1.844 -2.953  0.4606
O -2.189 1.477 0.067  -1.1808
O -3.288 -0.972 -0.189  -1.0028
H 2.806 0.302 0.798  0.1850
O -1.279 1.340 -2.520  -1.0225
H 0.397 -2.054 -3.087  0.4946
H -1.404 1.446 -1.460  0.5257
H -0.004 -2.757 3.089  0.1847
H 1.133 -3.639 2.027  0.1856
H 0.888 1.497 2.541  0.4847
H 0.428 4.285 -0.144  0.4971
C 1.996 1.040 0.465  -0.0754
H -0.952 3.521 1.339  0.4738
H 1.445 -0.752 2.112  0.1906
H 1.711 4.430 -0.852  0.4507
C -0.423 0.027 2.570  -0.0869
H -0.067 1.060 -0.060  0.2412
H -0.731 -3.778 1.893  0.2062

***

Molecular formula: C5H32NO14
Method: DFT, ωB97M-V/def2-TZVPD

Summary:
LUMO level   2.703 eV
HOMO-LUMO gap   8.37 eV
Total charge   -1
Relative energy (zero: lowest compared OMol25 entry of this formula, charge and spin)   216.8 kJ/mol
Max |F|   5.6 eV/A
Energy   -35860.188 eV
HOMO   -0.2081 Eh

Last column: natural (NBO) charge in e.
Positions of all 52 atoms, in Å:
H -1.221 -2.309 -0.846  0.4712
H 3.940 -2.389 1.345  0.2092
H 1.681 1.745 -0.163  0.5244
H -3.326 0.055 1.518  0.4835
O 3.238 0.805 -0.362  -0.9983
C 1.839 -3.369 1.646  -0.4461
O 0.915 2.346 -0.316  -1.0283
C 0.595 -2.524 1.856  -0.4397
H 0.629 -0.370 0.749  0.1842
H -1.082 2.174 -2.726  0.4980
H -4.288 1.304 0.635  0.5002
H -4.370 -0.782 1.149  0.4696
H -2.968 2.184 -1.414  0.4940
H -0.092 2.533 -3.823  0.4797
O -0.726 4.444 0.196  -0.9679
O -1.035 -3.019 -1.425  -0.9912
H -2.915 -1.133 -2.852  0.4750
H 1.936 -4.351 0.943  0.2221
H 2.995 0.098 -1.016  0.5082
H -0.217 -2.597 1.154  0.2312
H -2.713 0.926 -2.233  0.4964
H -0.340 1.442 0.963  0.5252
C 2.815 -2.315 1.120  -0.1630
H -0.076 -3.424 -1.444  0.5249
O -3.695 2.117 0.273  -1.0298
O 3.410 -1.840 -1.159  -0.7334
O 1.258 -2.119 -0.718  -0.8391
H -0.360 4.890 0.863  0.4567
H 0.220 -2.431 2.859  0.1988
H 2.338 -3.850 2.554  0.1968
O -2.501 -0.814 -1.985  -0.9906
O -0.145 -0.893 -2.796  -1.0179
C 2.475 -2.117 -0.440  0.7827
H -1.656 -1.223 -1.980  0.5086
O -1.145 1.908 1.329  -1.0072
H -1.347 2.621 0.782  0.4908
O -4.251 -0.069 1.687  -0.9122
H 0.095 2.438 4.342  0.4618
C 0.957 -0.940 1.727  -0.2156
H 2.798 -0.860 2.735  0.3624
H -0.470 1.801 3.051  0.4965
H 0.594 2.182 -1.166  0.4977
H 0.486 -0.479 2.591  0.2008
H 3.337 0.418 0.497  0.5011
N 2.444 -0.965 1.795  -0.6814
O 0.083 1.719 3.787  -0.9718
O -2.778 1.856 -2.232  -1.0021
H -0.119 3.736 -0.062  0.4980
H 0.567 -1.392 -2.217  0.5186
H -2.843 2.115 0.850  0.4793
H 0.112 0.034 -2.713  0.4795
O -0.193 2.213 -2.898  -0.9909

***

Molecular formula: C5H33NO10
Method: DFT, ωB97M-V/def2-TZVPD

Summary:
LUMO level   0.061 eV
HOMO-LUMO gap   9.13 eV
Relative energy (zero: lowest compared OMol25 entry of this formula, charge and spin)   275.6 kJ/mol
Structure (SMILES)   CCN(C)CC.O.O.O.O.O.O.O.O.O.O
Max |F|   6.7 eV/A
Energy   -27683.179 eV
HOMO   -0.3332 Eh

Last column: natural (NBO) charge in e.
Positions of all 49 atoms, in Å:
H -1.842 2.601 -2.437  0.4747
H -1.958 -3.373 -0.500  0.2054
H -1.283 0.499 -1.420  0.2069
H -0.398 0.187 1.460  0.1518
O -2.351 2.101 1.015  -0.9811
H -0.116 -2.158 3.693  0.2183
H -2.572 0.583 3.287  0.4667
O 0.314 2.368 1.507  -0.9563
H 1.002 2.909 1.719  0.4864
H 0.642 1.485 1.604  0.4958
H -2.111 -1.837 -1.356  0.2092
H -3.016 -2.172 0.109  0.1761
C -0.979 -2.424 1.818  -0.2245
N -0.947 -1.764 0.519  -0.4814
H 2.054 -1.987 -2.220  0.4938
H -0.986 -3.489 1.463  0.2126
H 3.264 0.107 1.514  0.4955
H 2.064 0.696 -3.911  0.4799
H 1.145 -2.076 0.017  0.4977
C -1.054 -0.310 0.579  -0.2549
H 1.242 -0.750 -3.986  0.5069
H 2.876 -2.688 -3.258  0.4737
H 1.859 -0.102 -1.820  0.4727
H 2.424 -1.323 -0.173  0.4945
H -1.433 1.476 3.378  0.4704
C 0.168 -1.953 2.672  -0.6471
O 1.962 -2.093 -0.485  -0.9857
O -1.559 3.258 -1.763  -0.9579
O -2.363 1.431 3.677  -0.9227
C -0.546 0.396 -0.671  -0.6553
O 1.152 0.192 -3.897  -0.9954
H -0.254 1.544 -0.461  0.2121
O 2.361 0.035 1.139  -1.0238
H 1.191 -2.461 2.371  0.2233
C -2.067 -2.302 -0.303  -0.4170
H 2.203 0.635 0.325  0.5259
H 2.177 1.380 -2.066  0.5125
H -2.766 2.005 1.831  0.4882
H 0.523 -0.863 2.558  0.2270
H -1.981 -2.240 2.273  0.1547
H 0.088 -0.188 -1.327  0.2287
O 2.197 -2.081 -3.142  -0.9853
H -1.430 2.207 1.163  0.4850
H -1.914 2.914 -0.971  0.4917
H 0.509 3.218 -2.298  0.5176
O 2.407 0.551 -1.598  -0.9836
H 0.920 2.814 -0.794  0.4819
O 1.294 2.898 -1.691  -0.9804
H -2.114 0.147 0.862  0.2153

***

Molecular formula: C5H33NO12
Method: DFT, ωB97M-V/def2-TZVPD

Summary:
LUMO level   0.271 eV
HOMO-LUMO gap   7.87 eV
Relative energy (zero: lowest compared OMol25 entry of this formula, charge and spin)   554.7 kJ/mol
Max |F|   7.8 eV/A
Energy   -31777.792 eV
HOMO   -0.2792 Eh

Last column: natural (NBO) charge in e.
Positions of all 51 atoms, in Å:
H 1.580 2.225 -2.512  0.5044
H -0.965 -3.204 -1.515  0.5099
H -0.570 -0.267 3.642  0.2241
H 1.228 2.776 -1.089  0.5033
H -0.637 -2.990 0.864  0.5059
H 2.606 -2.501 -2.052  0.3736
O -2.624 2.407 -0.684  -0.9647
H 1.918 0.491 -1.863  0.2589
H 1.625 3.077 3.023  0.4766
O -1.166 -2.515 -2.128  -0.9098
H -0.224 0.816 0.000  0.2325
H -3.362 2.846 -0.275  0.4682
C 0.377 -0.077 0.533  -0.2312
O 1.729 3.072 2.076  -0.9750
H 0.213 1.320 3.240  0.2026
H -3.793 -2.575 -0.976  0.4769
H -1.105 2.850 0.416  0.5143
H -0.776 1.989 -2.695  0.4878
H -4.661 0.407 0.744  0.4671
H -2.949 1.525 -0.593  0.4964
H 3.387 2.616 0.752  0.4568
O 3.385 1.788 0.528  -0.9254
H -1.410 1.023 2.423  0.2274
H 2.277 2.175 2.034  0.4973
O -3.861 0.384 0.367  -0.9882
C 1.776 -0.685 -1.491  -0.0068
H 0.271 -4.293 0.917  0.4920
H 2.649 -0.652 1.916  0.4943
C 1.133 -1.012 -0.368  -0.4275
H -3.409 -1.968 1.947  0.4647
C -0.439 0.541 2.845  -0.6523
O -0.193 1.314 -2.997  -0.9514
H 2.880 -1.319 -3.096  0.3767
H -2.517 -1.957 0.819  0.4799
O -3.206 -1.845 -0.879  -1.0420
H 2.564 1.636 0.090  0.4904
H -2.441 -2.166 -1.582  0.5059
H -0.552 0.500 -2.668  0.4752
H 1.227 -2.075 0.049  0.2326
O -2.647 -2.410 1.622  -0.9596
O -0.214 -3.705 0.319  -0.9860
H 0.874 -1.108 2.239  0.1994
H -0.490 -1.905 -1.918  0.5020
H -3.677 -0.500 -0.006  0.5072
N 2.227 -1.623 -2.387  -0.8204
H 0.484 3.058 0.895  0.4930
C 0.322 -0.277 1.870  -0.2448
H 4.057 -1.512 1.851  0.4919
O 1.904 2.329 -1.553  -0.9893
O -0.118 3.097 0.176  -1.0297
O 3.149 -1.406 2.073  -0.9854

***

What did the third record say?
Molecular formula: C5H33NO10
Method: DFT, ωB97M-V/def2-TZVPD

Summary:
LUMO level   0.061 eV
HOMO-LUMO gap   9.13 eV
Relative energy (zero: lowest compared OMol25 entry of this formula, charge and spin)   275.6 kJ/mol
Structure (SMILES)   CCN(C)CC.O.O.O.O.O.O.O.O.O.O
Max |F|   6.7 eV/A
Energy   -27683.179 eV
HOMO   -0.3332 Eh

Last column: natural (NBO) charge in e.
Positions of all 49 atoms, in Å:
H -1.842 2.601 -2.437  0.4747
H -1.958 -3.373 -0.500  0.2054
H -1.283 0.499 -1.420  0.2069
H -0.398 0.187 1.460  0.1518
O -2.351 2.101 1.015  -0.9811
H -0.116 -2.158 3.693  0.2183
H -2.572 0.583 3.287  0.4667
O 0.314 2.368 1.507  -0.9563
H 1.002 2.909 1.719  0.4864
H 0.642 1.485 1.604  0.4958
H -2.111 -1.837 -1.356  0.2092
H -3.016 -2.172 0.109  0.1761
C -0.979 -2.424 1.818  -0.2245
N -0.947 -1.764 0.519  -0.4814
H 2.054 -1.987 -2.220  0.4938
H -0.986 -3.489 1.463  0.2126
H 3.264 0.107 1.514  0.4955
H 2.064 0.696 -3.911  0.4799
H 1.145 -2.076 0.017  0.4977
C -1.054 -0.310 0.579  -0.2549
H 1.242 -0.750 -3.986  0.5069
H 2.876 -2.688 -3.258  0.4737
H 1.859 -0.102 -1.820  0.4727
H 2.424 -1.323 -0.173  0.4945
H -1.433 1.476 3.378  0.4704
C 0.168 -1.953 2.672  -0.6471
O 1.962 -2.093 -0.485  -0.9857
O -1.559 3.258 -1.763  -0.9579
O -2.363 1.431 3.677  -0.9227
C -0.546 0.396 -0.671  -0.6553
O 1.152 0.192 -3.897  -0.9954
H -0.254 1.544 -0.461  0.2121
O 2.361 0.035 1.139  -1.0238
H 1.191 -2.461 2.371  0.2233
C -2.067 -2.302 -0.303  -0.4170
H 2.203 0.635 0.325  0.5259
H 2.177 1.380 -2.066  0.5125
H -2.766 2.005 1.831  0.4882
H 0.523 -0.863 2.558  0.2270
H -1.981 -2.240 2.273  0.1547
H 0.088 -0.188 -1.327  0.2287
O 2.197 -2.081 -3.142  -0.9853
H -1.430 2.207 1.163  0.4850
H -1.914 2.914 -0.971  0.4917
H 0.509 3.218 -2.298  0.5176
O 2.407 0.551 -1.598  -0.9836
H 0.920 2.814 -0.794  0.4819
O 1.294 2.898 -1.691  -0.9804
H -2.114 0.147 0.862  0.2153

***

Question: What is the formula in the fourth record?
Answer: C5H33NO12

***

Copy entry 2 word for word.
Molecular formula: C5H32NO14
Method: DFT, ωB97M-V/def2-TZVPD

Summary:
LUMO level   2.703 eV
HOMO-LUMO gap   8.37 eV
Total charge   -1
Relative energy (zero: lowest compared OMol25 entry of this formula, charge and spin)   216.8 kJ/mol
Max |F|   5.6 eV/A
Energy   -35860.188 eV
HOMO   -0.2081 Eh

Last column: natural (NBO) charge in e.
Positions of all 52 atoms, in Å:
H -1.221 -2.309 -0.846  0.4712
H 3.940 -2.389 1.345  0.2092
H 1.681 1.745 -0.163  0.5244
H -3.326 0.055 1.518  0.4835
O 3.238 0.805 -0.362  -0.9983
C 1.839 -3.369 1.646  -0.4461
O 0.915 2.346 -0.316  -1.0283
C 0.595 -2.524 1.856  -0.4397
H 0.629 -0.370 0.749  0.1842
H -1.082 2.174 -2.726  0.4980
H -4.288 1.304 0.635  0.5002
H -4.370 -0.782 1.149  0.4696
H -2.968 2.184 -1.414  0.4940
H -0.092 2.533 -3.823  0.4797
O -0.726 4.444 0.196  -0.9679
O -1.035 -3.019 -1.425  -0.9912
H -2.915 -1.133 -2.852  0.4750
H 1.936 -4.351 0.943  0.2221
H 2.995 0.098 -1.016  0.5082
H -0.217 -2.597 1.154  0.2312
H -2.713 0.926 -2.233  0.4964
H -0.340 1.442 0.963  0.5252
C 2.815 -2.315 1.120  -0.1630
H -0.076 -3.424 -1.444  0.5249
O -3.695 2.117 0.273  -1.0298
O 3.410 -1.840 -1.159  -0.7334
O 1.258 -2.119 -0.718  -0.8391
H -0.360 4.890 0.863  0.4567
H 0.220 -2.431 2.859  0.1988
H 2.338 -3.850 2.554  0.1968
O -2.501 -0.814 -1.985  -0.9906
O -0.145 -0.893 -2.796  -1.0179
C 2.475 -2.117 -0.440  0.7827
H -1.656 -1.223 -1.980  0.5086
O -1.145 1.908 1.329  -1.0072
H -1.347 2.621 0.782  0.4908
O -4.251 -0.069 1.687  -0.9122
H 0.095 2.438 4.342  0.4618
C 0.957 -0.940 1.727  -0.2156
H 2.798 -0.860 2.735  0.3624
H -0.470 1.801 3.051  0.4965
H 0.594 2.182 -1.166  0.4977
H 0.486 -0.479 2.591  0.2008
H 3.337 0.418 0.497  0.5011
N 2.444 -0.965 1.795  -0.6814
O 0.083 1.719 3.787  -0.9718
O -2.778 1.856 -2.232  -1.0021
H -0.119 3.736 -0.062  0.4980
H 0.567 -1.392 -2.217  0.5186
H -2.843 2.115 0.850  0.4793
H 0.112 0.034 -2.713  0.4795
O -0.193 2.213 -2.898  -0.9909